[1]
The following is a DFT calculation (ωB97M-V with the def2-TZVPD basis set) of a structure of composition C21H45BCl6CoF10N7O18 in a non-equilibrium geometry.

Each line ends with the Mulliken spin population.
Positions of all 109 atoms, in Å:
Co  0.8137  0.7823  4.0726  2.00
C  -3.0491  -0.7828  5.8851  0.00
O  -2.2332  -1.8217  5.3225  0.00
O  -2.4149  0.3493  5.3750  0.00
C  -4.6039  -0.9395  5.5580  0.00
F  -5.3089  0.2319  5.5498  0.00
F  -4.8290  -1.5348  4.4157  0.00
F  -5.1695  -1.6394  6.5305  0.00
C  -2.3837  -3.0457  5.9827  0.00
C  -1.4472  -3.9369  5.3040  0.00
H  -1.4391  -4.8957  5.8224  0.00
H  -1.7423  -4.1265  4.2719  0.00
H  -0.4784  -3.4482  5.4067  0.00
H  -3.3679  -3.5107  6.0395  0.00
H  -2.0767  -3.0246  7.0283  0.00
H  -2.8634  -0.8425  6.9575  0.00
C  1.4218  -0.8943  0.0744  -0.02
O  0.1643  -0.2693  0.2966  0.01
O  1.9667  -0.8847  1.3725  0.91
C  1.4032  -2.2228  -0.7893  0.03
F  1.1422  -2.0893  -2.1309  0.00
F  2.6069  -2.7299  -0.7236  0.00
F  0.5920  -3.1388  -0.2573  0.00
C  -0.5188  0.1331  -0.8690  0.01
C  -1.7240  1.0484  -0.3991  0.00
H  -2.4301  1.1689  -1.2207  0.00
H  -2.2104  0.5837  0.4586  0.00
H  -1.5174  2.0652  -0.0654  0.00
H  -1.0519  -0.6994  -1.3281  0.00
H  0.0411  0.5405  -1.7109  0.00
H  2.0122  -0.1318  -0.4336  0.07
B  3.5844  0.9979  7.3909  0.00
F  3.6185  1.2657  8.7204  0.00
F  3.2426  2.1508  6.7069  0.00
F  4.8172  0.5761  6.9999  0.00
F  2.6287  0.0773  7.0735  0.00
Cl  -7.9883  6.9045  4.5992  0.00
C  -6.2434  7.0719  4.4986  0.00
C  -5.6325  6.1126  3.4673  0.00
Cl  -6.1896  6.5739  1.8617  0.00
H  -5.7972  7.0229  5.4918  0.00
H  -6.0203  8.1022  4.2215  0.00
H  -5.8111  5.0504  3.6343  0.00
H  -4.5477  6.2010  3.5269  0.00
Cl  0.8117  1.3577  -8.6956  0.00
C  0.1865  -0.0790  -7.8929  0.00
C  -0.8522  -0.9379  -8.6513  0.00
Cl  -0.4708  -1.1592  -10.4221  0.00
H  -0.0345  0.1884  -6.8596  0.00
H  1.0808  -0.6861  -7.7524  0.00
H  -1.8737  -0.5585  -8.6804  0.00
H  -0.8900  -1.9325  -8.2071  0.00
Cl  -3.8098  9.9676  -3.0419  0.00
C  -3.0887  8.8130  -4.2424  0.00
C  -2.5050  7.5910  -3.4738  0.00
Cl  -1.7108  6.4539  -4.7181  0.00
H  -2.3705  9.3648  -4.8489  0.00
H  -3.8951  8.5126  -4.9114  0.00
H  -3.3407  7.0089  -3.0853  0.00
H  -1.8547  7.9043  -2.6571  0.00
C  -7.2058  1.9460  -5.2439  0.00
N  -5.9668  1.1360  -5.0298  0.00
O  -6.1402  0.0050  -4.6154  0.00
O  -4.9440  1.6448  -5.4507  0.00
H  -7.0275  2.7402  -5.9689  0.00
H  -7.5580  2.2823  -4.2688  0.00
H  -7.8928  1.2160  -5.6719  0.00
C  2.5219  -9.9746  -2.2812  0.00
N  3.8744  -9.8952  -1.6977  0.00
O  4.0604  -10.4971  -0.6265  0.00
O  4.7596  -9.3924  -2.3302  0.00
H  2.2338  -11.0124  -2.1139  0.00
H  2.6323  -9.8490  -3.3583  0.00
H  1.8197  -9.2254  -1.9154  0.00
C  6.8499  -5.2796  3.2121  0.00
N  6.4604  -4.4531  4.3938  0.00
O  5.5497  -4.7970  5.1500  0.00
O  7.2494  -3.5363  4.6315  0.00
H  7.1303  -4.7072  2.3279  0.00
H  6.0815  -6.0361  3.0528  0.00
H  7.7097  -5.8231  3.6039  0.00
C  6.7683  -4.3688  -5.0384  0.00
N  6.7882  -2.8362  -5.0111  0.00
O  6.7235  -2.3336  -6.1110  0.00
O  7.0258  -2.3147  -3.9404  0.00
H  5.7495  -4.6968  -4.8320  0.00
H  7.2723  -4.6662  -4.1188  0.00
H  7.2309  -4.7291  -5.9573  0.00
C  3.1559  6.6140  3.2258  0.00
N  1.7829  6.0728  2.8798  0.00
O  0.8686  6.8277  2.8616  0.00
O  1.6029  4.8663  2.7143  0.00
H  3.3702  7.3359  2.4378  0.00
H  3.8503  5.7898  3.3888  0.00
H  3.0361  7.1339  4.1763  0.00
C  5.6252  4.0710  -3.4747  0.00
N  5.1319  4.9920  -2.4348  0.00
O  4.1663  4.5957  -1.7919  0.00
O  5.7690  5.9675  -2.2159  0.00
H  5.5774  3.0141  -3.2123  0.00
H  6.6656  4.3315  -3.6689  0.00
H  5.0255  4.2505  -4.3670  0.00
C  -4.1546  -4.6765  0.6398  0.00
N  -4.4233  -5.9270  1.3737  0.00
O  -4.0080  -7.0044  0.9864  0.00
O  -5.0007  -5.8121  2.4054  0.00
H  -3.4123  -4.9185  -0.1208  0.00
H  -3.6301  -3.9840  1.2980  0.00
H  -5.1032  -4.2971  0.2600  0.00

Computed properties:
LUMO (spin up / spin down) (eV): 0.4 / -1.6
Charge: -1
Multiplicity: 4

---

[2]
The following is a DFT calculation (ωB97M-V with the def2-TZVPD basis set) of a structure of composition C21H45Cl30N2O4S2 in a non-equilibrium geometry.

Each line ends with the Mulliken charge.
Positions of all 104 atoms, in Å:
C  0.7613  5.1041  2.0050  -1.12
C  1.9572  4.1670  1.9970  -0.64
C  2.2293  3.6469  0.5854  0.55
C  2.9820  4.6921  -0.2335  -0.89
N  3.7202  4.2109  -1.3965  -0.43
S  2.8678  4.1392  -2.8488  1.14
O  2.3321  5.4541  -3.0209  -0.64
O  3.8547  3.7086  -3.7743  -0.74
N  1.7759  2.9912  -2.5916  -0.32
S  0.4099  3.0959  -3.4230  0.85
O  0.4904  3.8208  -4.6518  -0.67
O  -0.0885  1.7510  -3.5619  -0.66
C  -0.8046  3.8450  -2.3609  -0.41
C  -0.8490  5.3692  -2.4195  -1.11
H  0.5060  5.4450  3.0052  0.41
H  -0.0966  4.5842  1.5921  0.23
H  0.9329  5.9892  1.3994  0.35
H  1.7395  3.3376  2.6611  0.30
H  2.8418  4.7068  2.3270  0.32
H  1.2668  3.5111  0.1106  -0.33
H  2.7394  2.6874  0.5867  0.22
H  3.7070  5.1636  0.4319  0.31
H  2.2891  5.4707  -0.5315  0.39
H  4.0219  3.2536  -1.2331  0.31
H  -0.5716  3.5146  -1.3566  0.09
H  -1.7450  3.3912  -2.6298  0.60
H  -0.7213  5.7708  -1.4189  0.16
H  -1.8360  5.7001  -2.7138  0.38
H  -0.0916  5.7649  -3.0817  0.37
C  -4.6240  3.9290  -0.4441  -0.24
Cl  -3.4503  3.3060  0.7166  -0.05
Cl  -3.8771  4.5678  -1.9131  -0.13
H  -5.2762  3.1092  -0.7205  0.32
H  -5.1881  4.7279  0.0229  0.09
C  -2.7984  0.0644  2.9379  -0.36
Cl  -2.3666  -0.8932  1.5172  -0.11
Cl  -1.7978  1.5114  3.0931  -0.10
H  -3.8324  0.3734  2.8440  0.25
H  -2.6589  -0.5459  3.8213  0.32
C  -0.9241  -1.1739  -4.3070  -0.02
Cl  -0.3644  -2.4222  -3.1806  -0.14
Cl  -2.4538  -1.6210  -5.0845  -0.19
H  -1.0597  -0.2542  -3.7484  0.05
H  -0.1720  -1.0313  -5.0711  0.32
C  -4.2563  7.9565  1.6057  0.10
Cl  -3.2839  6.6088  2.2000  -0.04
Cl  -5.6938  7.4189  0.7148  -0.21
H  -4.5872  8.5346  2.4542  -0.17
H  -3.6456  8.5549  0.9429  0.29
C  -3.7042  11.7858  2.5953  -0.30
Cl  -2.7895  10.3680  3.1275  -0.10
Cl  -5.1704  11.3478  1.7107  -0.13
H  -3.9889  12.3559  3.4708  0.25
H  -3.0709  12.3744  1.9438  0.31
C  -5.4349  -2.2334  -2.5865  -0.15
Cl  -6.3759  -0.7395  -2.6061  -0.16
Cl  -6.2175  -3.4929  -1.6138  -0.16
H  -5.3343  -2.5943  -3.6017  0.21
H  -4.4604  -2.0266  -2.1624  0.24
C  2.9977  -1.6426  -1.7215  0.25
Cl  3.1233  -0.8583  -0.1403  -0.16
Cl  4.1987  -2.9384  -1.9069  -0.16
H  2.0089  -2.0734  -1.8163  -0.19
H  3.1617  -0.8978  -2.4906  0.31
C  1.8675  -4.0772  0.8296  -0.02
Cl  0.7532  -4.5854  -0.4459  -0.17
Cl  2.5827  -5.4644  1.6671  -0.12
H  2.6632  -3.4956  0.3840  -0.04
H  1.3232  -3.4797  1.5501  0.31
C  4.3096  -8.2525  -0.4455  0.23
Cl  5.6860  -9.0944  0.2906  -0.16
Cl  3.0630  -9.3819  -0.9803  -0.16
H  3.8824  -7.5852  0.2912  -0.16
H  4.6635  -7.6938  -1.3026  0.26
C  -3.4510  8.5269  6.2676  -0.22
Cl  -4.9284  8.8474  5.3509  -0.14
Cl  -2.9717  6.8308  6.1913  -0.13
H  -2.6548  9.1315  5.8492  0.17
H  -3.6291  8.7901  7.3026  0.32
C  9.6154  -8.9349  0.7637  -0.05
Cl  10.4286  -8.0180  2.0410  -0.17
Cl  10.5907  -9.0222  -0.7061  -0.15
H  9.4402  -9.9413  1.1224  0.27
H  8.6777  -8.4450  0.5319  0.10
C  3.4877  -6.1113  5.4700  -0.29
Cl  4.0438  -7.2750  4.2610  -0.13
Cl  4.0225  -4.4661  5.1143  -0.14
H  2.4050  -6.1268  5.4859  0.25
H  3.8894  -6.4018  6.4325  0.31
C  14.1486  -8.6684  2.5290  0.09
Cl  14.9784  -7.7668  3.8053  -0.16
Cl  15.1041  -8.7485  1.0441  -0.16
H  13.9746  -9.6777  2.8800  0.26
H  13.2117  -8.1734  2.3099  -0.03
C  -9.0404  -6.1381  -2.3249  0.32
Cl  -10.5604  -5.5343  -1.6545  -0.16
Cl  -8.7970  -7.8531  -1.9649  -0.16
H  -9.0629  -6.0141  -3.3992  0.07
H  -8.2224  -5.5755  -1.8945  -0.06
C  -9.8475  -9.2404  -5.6515  -0.15
Cl  -9.5745  -7.4955  -5.7071  -0.14
Cl  -8.8172  -10.1127  -6.7911  -0.15
H  -9.6265  -9.5856  -4.6489  0.18
H  -10.8824  -9.4323  -5.9050  0.27

Computed properties:
LUMO (eV): 1.4
Charge: -1

---

[3]
The following is a DFT calculation (ωB97M-V with the def2-TZVPD basis set) of a cluster of 4 separate species, C21H45FO10S in total in a non-equilibrium geometry.

Each line ends with the Mulliken charge.
Positions of all 78 atoms, in Å:
C  1.9360  -4.1986  1.7678  -0.44
C  2.6244  -3.3149  2.8839  -0.26
O  1.7254  -2.9864  3.9482  -0.47
C  1.2772  -1.6352  3.9220  -0.93
C  -0.2071  -1.5603  3.3822  -0.80
C  -0.3287  -1.4727  1.8360  0.44
O  0.5703  -0.3725  1.5033  -0.34
S  -0.2526  1.0343  1.7962  1.12
O  -0.0353  1.5813  3.1022  -0.65
O  0.2253  1.9447  0.7956  -0.47
O  -1.7380  0.3960  1.5450  -0.52
C  -1.6114  -1.0146  1.1043  2.01
C  -3.0352  -1.6110  1.2800  -1.61
C  -3.3299  -2.5857  2.4664  -0.35
C  -3.8615  -4.0222  2.0484  -0.75
O  -3.3130  -4.5644  0.8689  -0.43
C  -1.8962  -4.6480  0.8836  -0.57
C  -1.4299  -0.7658  -0.4756  -0.48
C  -0.3013  -1.5993  -1.1255  0.65
O  0.7587  -1.1470  -1.2805  -0.41
F  -0.4743  -2.8933  -1.5641  -0.32
H  0.8889  -4.3679  2.1162  -0.09
H  1.8370  -3.5402  0.8691  0.09
H  2.4705  -5.1376  1.5452  0.42
H  3.1081  -2.4127  2.4492  0.22
H  3.4348  -3.9361  3.3321  0.36
H  1.9688  -0.9125  3.4518  0.45
H  1.1868  -1.3277  4.9934  0.35
H  -0.7606  -0.7343  3.8896  0.59
H  -0.6464  -2.4894  3.8214  0.25
H  -0.0788  -2.4532  1.3814  -0.31
H  -3.7212  -0.7382  1.4027  0.51
H  -3.4282  -2.1154  0.3662  0.56
H  -2.5143  -2.7567  3.1900  -0.09
H  -4.1673  -2.1519  3.0672  0.41
H  -3.6662  -4.6797  2.9361  0.41
H  -4.9622  -3.9505  1.9319  0.35
H  -1.4526  -4.9243  1.8650  0.27
H  -1.4992  -3.6916  0.4717  0.07
H  -1.5839  -5.4283  0.1505  0.37
H  -1.1963  0.3017  -0.6730  -0.08
H  -2.3584  -0.9669  -1.0479  0.46
C  -1.2558  3.3640  -2.4787  -1.11
C  -2.2227  2.4074  -3.1570  1.40
C  -3.1109  3.1333  -4.1548  -1.57
O  -3.0353  1.7701  -2.1685  -0.49
H  -1.7975  4.1347  -1.9213  0.38
H  -0.6311  2.8323  -1.7572  0.15
H  -0.6075  3.8520  -3.2085  0.36
H  -1.6640  1.6224  -3.6673  -0.52
H  -3.7147  3.8959  -3.6538  0.40
H  -3.8070  2.4364  -4.6265  0.36
H  -2.5172  3.6151  -4.9338  0.38
H  -3.5367  2.4525  -1.7066  0.33
C  2.8365  4.4729  3.7677  -1.19
C  3.7477  3.9219  2.6815  0.35
C  3.4414  4.5521  1.3313  -1.13
O  3.5857  2.5084  2.5953  -0.53
H  1.7886  4.2535  3.5426  0.27
H  3.0599  4.0050  4.7286  0.30
H  2.9521  5.5541  3.8703  0.39
H  4.7903  4.1100  2.9465  0.30
H  2.4133  4.3353  1.0268  0.23
H  4.0951  4.1407  0.5597  0.30
H  3.5751  5.6357  1.3612  0.39
H  2.6657  2.3312  2.3610  0.29
C  0.4438  0.0803  -5.2082  -0.95
C  1.3702  1.1800  -5.7025  0.36
C  2.7629  0.6417  -5.9913  -1.29
O  1.4522  2.2112  -4.7194  -0.51
H  0.8175  -0.3535  -4.2755  0.17
H  -0.5479  0.4825  -4.9961  0.13
H  0.3455  -0.7173  -5.9475  0.43
H  0.9560  1.6301  -6.6071  0.29
H  3.2140  0.2268  -5.0852  0.31
H  3.4194  1.4433  -6.3350  0.33
H  2.7350  -0.1384  -6.7549  0.37
H  1.8178  1.8255  -3.9136  0.34

Computed properties:
LUMO (eV): 0.5
Structure (SMILES): CCOCC[C@@H]1OS(=O)(=O)O[C@@]1(CCCOC)CC(=O)F.CC(C)O.CC(C)O.CC(C)O
Charge: 0